# C27H38MnN4O2PS2

A molecular structure, C27H38MnN4O2PS2 (wB97M-V/def2-TZVPD, the OMol25 dataset).

Multiplicity: 6
HOMO-LUMO gap (spin up / spin down), hartree: 0.2480 / 0.2554
Highest occupied orbital energy (spin up / spin down), eV: -3.89 / -4.10
Expectation value of S²: 8.755
E, eV: -100956.4305
Energy above the lowest of the compared OMol25 structures with the same formula, charge and spin, eV: 0.000
Charge: -1

Atoms and positions in Å:
Mn: 0.52 -0.16 -0.06
C: -2.44 -1.01 1.87
N: -1.04 -0.71 2.22
C: -0.97 0.64 2.81
C: 0.41 1.24 2.80
N: 0.86 1.74 1.49
C: 2.31 1.97 1.56
C: 0.13 2.94 1.10
C: 0.52 4.17 1.63
C: -0.11 5.35 1.26
C: -1.16 5.29 0.34
C: -1.57 4.06 -0.17
C: -0.95 2.85 0.21
S: -1.55 1.34 -0.43
C: -0.44 -1.71 3.08
C: -1.14 -2.19 4.19
C: -0.63 -3.18 5.02
C: 0.63 -3.70 4.73
C: 1.35 -3.22 3.65
C: 0.86 -2.21 2.80
S: 1.88 -1.64 1.49
H: -3.13 -0.82 2.70
H: -2.53 -2.06 1.59
H: -2.72 -0.38 1.03
H: -1.31 0.59 3.85
H: -1.66 1.28 2.26
H: 1.13 0.48 3.12
H: 0.44 2.06 3.53
H: 2.60 2.53 2.46
H: 2.64 2.52 0.68
H: 2.82 1.00 1.58
H: 1.34 4.21 2.33
H: 0.22 6.29 1.67
H: -1.66 6.20 0.03
H: -2.38 4.01 -0.88
H: -2.12 -1.79 4.41
H: -1.20 -3.53 5.87
H: 1.05 -4.48 5.36
H: 2.34 -3.61 3.43
C: 0.70 4.39 -3.87
N: 1.29 3.23 -3.21
C: 2.55 3.30 -2.68
C: 3.09 2.28 -1.99
C: 2.24 1.14 -1.72
O: 2.56 0.24 -0.89
N: 1.04 1.05 -2.31
C: 0.56 2.02 -3.14
O: -0.46 1.91 -3.83
H: 1.45 4.90 -4.48
H: 0.29 5.09 -3.14
H: -0.11 4.03 -4.50
H: 3.07 4.23 -2.85
H: 4.09 2.33 -1.57
C: -1.25 -4.07 0.31
C: -0.33 -3.81 -0.88
P: -0.33 -2.06 -1.43
C: 0.82 -2.08 -2.88
C: 1.03 -3.40 -3.63
C: -1.99 -1.78 -2.17
C: -2.46 -2.73 -3.27
H: -1.23 -5.13 0.58
H: -2.29 -3.81 0.09
H: -0.93 -3.50 1.18
H: -0.58 -4.45 -1.73
H: 0.70 -4.02 -0.60
H: 1.77 -1.71 -2.50
H: 0.45 -1.29 -3.54
H: 1.51 -4.15 -2.99
H: 1.70 -3.23 -4.48
H: 0.11 -3.83 -4.01
H: -1.95 -0.75 -2.53
H: -2.70 -1.77 -1.33
H: -1.82 -2.66 -4.15
H: -3.48 -2.48 -3.58
H: -2.47 -3.78 -2.94

***

# C12H48N24O12

12 unconnected molecules or ions with the total composition C12H48N24O12 in a non-equilibrium geometry (wB97M-V/def2-TZVPD, the OMol25 dataset).

Multiplicity: 1
SMILES: NC(N)=O.NC(N)=O.NC(N)=O.NC(N)=O.NC(N)=O.NC(N)=O.NC(N)=O.NC(N)=O.NC(N)=O.NC(N)=O.NC(N)=O.NC(N)=O
HOMO-LUMO gap, hartree: 0.3306
Highest occupied orbital energy, eV: -8.98
E, eV: -73566.5175
Energy above the lowest of the compared OMol25 structures with the same formula, charge and spin, eV: 3.845
Charge: 0

Atoms and positions in Å:
N: 16.51 12.88 7.26
C: 16.33 13.75 8.33
N: 17.44 14.24 8.89
O: 15.23 13.95 8.83
H: 17.27 12.33 6.94
H: 15.64 12.45 6.98
H: 17.37 14.73 9.78
H: 18.34 14.11 8.46
N: 14.16 15.20 14.87
C: 13.64 13.99 15.22
N: 12.33 13.98 15.03
O: 14.29 13.08 15.69
H: 13.59 16.02 14.84
H: 15.13 15.28 15.18
H: 11.68 13.35 15.49
H: 11.88 14.71 14.50
N: 7.96 9.84 9.79
C: 8.36 11.07 9.85
N: 7.35 11.87 9.92
O: 9.55 11.39 9.82
H: 8.68 9.17 9.64
H: 7.09 9.53 10.20
H: 6.42 11.58 9.64
H: 7.42 12.85 9.83
N: 13.37 13.49 6.75
C: 12.18 12.96 7.02
N: 12.31 11.80 7.70
O: 11.12 13.38 6.60
H: 13.27 14.40 6.33
H: 14.00 13.43 7.54
H: 11.50 11.26 7.41
H: 13.20 11.38 7.59
N: 15.75 9.39 10.24
C: 15.63 9.23 8.92
N: 16.67 8.84 8.32
O: 14.57 9.43 8.35
H: 14.81 9.45 10.61
H: 16.51 9.32 10.89
H: 17.54 8.95 8.78
H: 16.60 8.67 7.32
N: 12.20 12.32 10.76
C: 13.20 11.71 11.51
N: 14.51 12.11 11.28
O: 12.89 10.73 12.25
H: 11.25 11.96 10.98
H: 12.32 12.94 9.99
H: 14.67 12.79 10.53
H: 15.19 11.91 12.04
N: 11.97 9.34 9.32
C: 11.36 8.20 9.15
N: 12.26 7.18 9.06
O: 10.13 8.03 9.24
H: 12.94 9.32 9.09
H: 11.39 10.16 9.45
H: 11.95 6.28 8.68
H: 13.08 7.34 8.47
N: 17.88 15.65 14.51
C: 18.41 14.59 13.66
N: 17.38 13.73 13.53
O: 19.52 14.52 13.19
H: 18.18 16.60 14.38
H: 16.87 15.55 14.54
H: 16.73 13.79 14.32
H: 17.49 12.83 13.10
N: 9.90 10.83 13.52
C: 9.48 10.77 14.86
N: 10.06 9.77 15.47
O: 8.63 11.46 15.41
H: 9.28 11.58 13.20
H: 10.79 10.59 13.05
H: 9.94 9.64 16.48
H: 10.91 9.41 15.05
N: 9.49 15.01 8.39
C: 9.57 15.23 9.72
N: 8.28 14.97 10.19
O: 10.58 15.50 10.35
H: 10.27 14.66 7.86
H: 8.62 14.61 8.12
H: 7.58 15.68 10.02
H: 8.23 14.76 11.17
N: 14.91 9.66 14.15
C: 15.93 10.43 14.18
N: 16.37 10.66 15.40
O: 16.49 10.89 13.19
H: 14.39 9.88 13.28
H: 14.31 9.43 14.91
H: 15.71 10.63 16.14
H: 16.95 11.48 15.45
N: 12.38 7.93 12.38
C: 12.06 7.52 13.53
N: 11.80 6.20 13.59
O: 12.24 8.18 14.56
H: 12.10 7.44 11.53
H: 12.46 8.96 12.34
H: 11.40 5.94 14.46
H: 11.23 5.77 12.88

***

# C4H12

2 unconnected molecules or ions with the total composition C4H12 (wB97M-V/def2-TZVPD, the OMol25 dataset).

Multiplicity: 1
SMILES: CC.CC
HOMO-LUMO gap, hartree: 0.4732
Highest occupied orbital energy, eV: -11.82
E, eV: -4342.3989
Energy above the lowest of the compared OMol25 structures with the same formula, charge and spin, eV: 0.129
Charge: 0

Atoms and positions in Å:
C: -4.16 -0.45 -4.03
C: -3.84 -0.62 -5.52
H: -4.51 0.58 -3.84
H: -3.22 -0.61 -3.47
H: -4.92 -1.15 -3.65
H: -3.16 -1.48 -5.65
H: -3.36 0.27 -5.96
H: -4.78 -0.82 -6.06
C: 0.17 -3.16 -3.59
C: 0.08 -4.69 -3.63
H: -0.81 -2.80 -3.21
H: 0.35 -2.70 -4.58
H: 0.96 -2.82 -2.90
H: -0.18 -5.07 -2.63
H: 1.05 -5.12 -3.92
H: -0.69 -5.03 -4.34

***

# C22H33N7O3

A single C22H33N7O3 molecule in a non-equilibrium geometry (wB97M-V/def2-TZVPD, the OMol25 dataset).

Multiplicity: 1
SMILES: COc1ccc(N2CCN(C(=O)CCCn3nnnc3CN3CCOCC3)[C@H](C)C2)cc1
HOMO-LUMO gap, hartree: 0.2871
Highest occupied orbital energy, eV: -7.21
E, eV: -39921.5507
Charge: 0

Atoms and positions in Å:
C: 1.61 -8.27 -1.70
O: 2.25 -7.16 -1.12
C: 1.62 -5.95 -1.17
C: 0.37 -5.72 -1.73
C: -0.17 -4.45 -1.72
C: 0.50 -3.36 -1.15
N: -0.06 -2.09 -1.21
C: 0.68 -0.92 -0.80
C: 0.51 -0.64 0.70
N: -0.90 -0.55 1.05
C: -1.29 0.42 1.90
O: -0.51 1.28 2.28
C: -2.73 0.45 2.38
C: -3.69 1.17 1.43
C: -3.15 2.55 1.02
N: -2.13 2.41 0.02
N: -2.25 1.55 -1.00
N: -1.20 1.64 -1.70
N: -0.36 2.53 -1.19
C: -0.93 3.02 -0.12
C: -0.41 4.03 0.84
N: 0.76 4.73 0.35
C: 1.92 3.87 0.24
C: 3.08 4.67 -0.34
O: 3.39 5.79 0.45
C: 2.26 6.62 0.58
C: 1.08 5.87 1.20
C: -1.73 -1.64 0.57
C: -1.50 -2.91 1.39
C: -1.46 -1.88 -0.93
C: 1.76 -3.61 -0.61
C: 2.31 -4.87 -0.62
H: 1.43 -8.13 -2.77
H: 0.66 -8.48 -1.20
H: 2.28 -9.11 -1.55
H: -0.20 -6.52 -2.18
H: -1.13 -4.30 -2.19
H: 1.73 -1.03 -1.04
H: 0.29 -0.07 -1.37
H: 0.97 0.31 0.97
H: 0.97 -1.44 1.29
H: -3.10 -0.56 2.59
H: -2.71 1.00 3.33
H: -4.65 1.30 1.92
H: -3.84 0.59 0.52
H: -2.73 3.06 1.88
H: -3.97 3.15 0.60
H: -0.20 3.48 1.79
H: -1.19 4.76 1.03
H: 1.68 3.04 -0.43
H: 2.21 3.46 1.23
H: 3.99 4.06 -0.38
H: 2.82 4.99 -1.36
H: 2.56 7.46 1.22
H: 1.96 7.00 -0.41
H: 0.22 6.53 1.26
H: 1.36 5.55 2.22
H: -2.78 -1.35 0.66
H: -1.60 -2.70 2.46
H: -0.51 -3.32 1.21
H: -2.23 -3.67 1.12
H: -2.05 -2.74 -1.26
H: -1.79 -1.00 -1.49
H: 2.34 -2.82 -0.15
H: 3.29 -5.05 -0.20

***

# C3H6N2O3

A single C3H6N2O3 molecule in a non-equilibrium geometry (wB97M-V/def2-TZVPD, the OMol25 dataset).

Multiplicity: 1
SMILES: C/N=C(\NO)OC=O
HOMO-LUMO gap, hartree: 0.3805
Highest occupied orbital energy, eV: -9.68
E, eV: -12324.5213
Energy above the lowest of the compared OMol25 structures with the same formula, charge and spin, eV: 7.707
Charge: 0

Atoms and positions in Å:
C: 2.67 0.04 0.25
N: 1.58 -1.02 0.16
C: 0.62 -0.28 -0.12
N: 0.37 1.21 -0.16
O: -1.08 1.62 -0.26
O: -0.52 -1.13 -0.51
C: -1.77 -0.91 -0.09
O: -2.07 -0.06 0.67
H: 2.50 0.84 -0.75
H: 3.67 -0.40 0.05
H: 2.71 0.61 1.34
H: 1.14 1.78 -0.58
H: -1.14 1.31 0.88
H: -2.24 -1.95 -0.29

***

# C4H14N3

2 unconnected molecules or ions with the total composition C4H14N3 in a non-equilibrium geometry (wB97M-V/def2-TZVPD, the OMol25 dataset).

Multiplicity: 1
HOMO-LUMO gap, hartree: 0.4111
Highest occupied orbital energy, eV: -14.33
E, eV: -8838.6156
Energy above the lowest of the compared OMol25 structures with the same formula, charge and spin, eV: 1.407
Charge: +1

Atoms and positions in Å:
C: 0.57 -1.75 -0.13
C: 0.75 -3.22 0.24
H: 0.30 -1.60 -1.16
H: -0.26 -1.22 0.45
H: 1.56 -1.13 -0.01
H: -0.05 -3.61 0.87
H: 1.74 -3.59 0.51
H: 0.37 -3.80 -0.60
C: -1.50 1.43 1.37
C: -0.06 1.50 -0.61
N: -1.25 1.55 -0.05
N: 1.01 1.72 0.19
N: 0.12 1.64 -1.96
H: -2.03 1.70 -0.71
H: 0.85 1.54 1.18
H: 1.95 2.00 -0.03
H: -0.64 1.44 -2.49
H: 0.98 1.27 -2.40
H: -0.60 1.57 2.02
H: -1.73 0.35 1.51
H: -2.10 2.20 1.84

***

# CH5NO3P

2 unconnected molecules or ions with the total composition CH5NO3P in a non-equilibrium geometry (wB97M-V/def2-TZVPD, the OMol25 dataset).

Multiplicity: 3
HOMO-LUMO gap (spin up / spin down), hartree: 0.3415 / 0.2838
Highest occupied orbital energy (spin up / spin down), eV: -4.90 / -4.90
Expectation value of S²: 2.008
E, eV: -18038.9395
Energy above the lowest of the compared OMol25 structures with the same formula, charge and spin, eV: 0.000
Charge: -1

Atoms and positions in Å:
C: -1.54 -0.13 1.12
N: 3.34 0.86 -0.23
O: 0.46 -0.19 -0.84
O: -1.60 -1.47 -1.42
O: 4.28 0.31 -0.78
P: -1.03 -0.27 -0.78
H: -0.76 0.53 1.60
H: -2.54 0.44 1.28
H: -1.44 -1.26 1.39
H: 2.45 0.30 -0.15
H: -1.61 0.87 -1.18

***

# CH6NO

2 unconnected molecules or ions with the total composition CH6NO in a non-equilibrium geometry (wB97M-V/def2-TZVPD, the OMol25 dataset).

Multiplicity: 1
HOMO-LUMO gap (spin up / spin down), hartree: 0.3581 / 0.3600
Highest occupied orbital energy (spin up / spin down), eV: -13.97 / -14.75
E, eV: -4659.8254
Energy above the lowest of the compared OMol25 structures with the same formula, charge and spin, eV: 4.941
Charge: +1

Atoms and positions in Å:
C: -0.05 -0.09 0.47
N: 0.52 0.70 -0.70
O: -0.05 -1.34 0.06
H: 0.36 0.09 1.54
H: -2.47 0.20 1.05
H: 1.56 0.58 -0.81
H: 0.23 0.34 -1.56
H: 0.09 1.63 -0.73
H: -0.19 -2.10 0.67